(1)
{
  "formula": "C6H6O2S",
  "method": "ωB97M-V with the def2-TZVPD basis set",
  "elements": ["H", "O", "C", "C", "H", "O", "C", "C", "H", "C", "S", "C", "H", "H", "H"],
  "positions_angstrom": [[3.0908, 2.4342, 1.2076], [1.5380, 3.3208, 2.9426], [1.1152, 0.3769, -0.7761], [2.0968, 2.0263, 0.8797], [-1.1519, -1.9108, 0.3651], [-0.7324, 0.7920, 0.0293], [2.0999, 1.1372, -0.2337], [-1.8788, 0.3547, 0.0430], [-2.5258, -2.9158, -0.6865], [-2.1033, -1.9585, -0.1856], [0.9054, 2.6036, 1.7919], [-2.5107, -0.7702, -0.6217], [0.8707, -0.1374, -1.6197], [-3.3804, -0.5797, -1.1342], [2.9473, 1.2910, -0.8363]],
  "forces_ev_per_angstrom": [[-0.97, -0.52, -0.27], [-0.80, -0.13, -0.70], [1.83, 2.05, 3.10], [1.25, 0.38, 0.88], [-0.59, -0.85, 0.02], [-2.98, -0.37, 0.88], [-2.84, -1.15, -1.78], [2.24, 1.44, -0.54], [0.76, 1.64, 1.53], [0.38, -1.62, -1.89], [0.50, 0.37, 1.27], [1.66, -0.09, 1.84], [-0.01, -1.31, -2.17], [-1.83, 0.33, -1.33], [1.38, -0.18, -0.83]],
  "nbo_charge": [0.2531, -0.9045, -0.0033, -0.5490, 0.2123, -0.4923, -0.3588, 0.5205, 0.2261, -0.3480, 1.1767, -0.3593, 0.1743, 0.2308, 0.2215],
  "e_above_lowest_kcal_mol": 171.8,
  "total_energy_ha": -780.60373,
  "max_force_ev_per_a": 4.14,
  "multiplicity": 1,
  "homo_lumo_gap_ev": [7.03, 7.70],
  "lumo_ha": [-0.02937, -0.02027]
}

(2)
{
  "formula": "C10H19BCrN5O10P2S2",
  "method": "ωB97M-V with the def2-TZVPD basis set",
  "elements": ["N", "H", "H", "O", "H", "P", "H", "C", "O", "C", "C", "C", "H", "N", "O", "S", "O", "H", "N", "P", "O", "H", "O", "C", "H", "H", "H", "O", "C", "H", "H", "O", "B", "Cr", "H", "C", "O", "H", "O", "H", "H", "C", "N", "H", "H", "N", "C", "S", "C", "H"],
  "positions_angstrom": [[-0.4001, -2.2003, 2.9258], [0.7857, 3.5183, 4.5378], [0.6972, 5.0223, 2.2223], [-1.4647, -2.6736, -3.1572], [-2.8028, -1.3872, -5.5723], [0.7575, -0.1954, -2.2974], [0.7290, -3.8321, 3.7507], [0.9135, 3.2333, 3.5101], [-4.2863, -0.0731, -0.4839], [0.6064, -2.7674, 3.6716], [1.0777, 3.4629, -0.0769], [1.2491, 1.8593, 1.8286], [1.2592, 4.5321, -0.1510], [1.1535, 1.9250, 3.1586], [-2.3479, -1.0649, -0.3521], [1.5128, 0.4626, 0.8274], [0.3748, -1.2665, -1.2710], [0.6704, -2.6696, -3.9476], [1.0822, 3.1031, 1.3363], [-1.5358, -1.2419, -3.8601], [0.1423, 1.0970, -1.8392], [2.7159, -0.8536, -2.8750], [1.0707, -1.8574, -4.2868], [0.4051, 0.3622, -4.9750], [0.1247, 3.2107, -0.5372], [-1.2723, -3.9887, 2.3722], [1.4312, 0.7293, -4.9432], [-2.3977, -0.2432, -3.2207], [0.8689, 3.9732, 2.3801], [-1.1825, -2.7858, 1.0666], [-0.2655, 1.1899, -4.7452], [-1.8925, -1.6288, -5.3615], [1.3310, 0.8160, 4.2514], [-0.6788, 0.0813, -0.1179], [2.1817, -1.7475, 4.8316], [1.3134, -1.7441, 4.1993], [2.3233, -0.0502, -2.5090], [1.8576, 2.9103, -0.5932], [-2.4224, 1.0517, -0.3164], [0.1931, -0.0128, -5.9750], [2.5083, 0.6289, 4.4626], [0.2175, -0.7556, -3.9569], [0.7432, -0.5647, 3.7803], [-1.5337, -2.5726, -2.1951], [-2.3779, -2.5921, 2.3521], [-3.1137, -0.0359, -0.3971], [-1.3709, -2.9343, 2.1278], [-1.3906, 0.2266, 2.1870], [-0.2988, -0.8562, 2.9991], [0.7384, 1.1997, 5.2346]],
  "forces_ev_per_angstrom": [[-0.11, -0.15, -0.12], [0.01, -0.01, 0.01], [0.02, 0.00, -0.01], [-0.17, -0.04, -0.06], [-0.05, -0.01, -0.05], [-0.04, -0.08, -0.23], [-0.02, 0.00, 0.00], [-0.03, -0.10, -0.04], [-0.46, -0.06, -0.01], [-0.02, 0.01, -0.04], [-0.03, -0.02, 0.11], [-0.01, -0.09, -0.03], [0.01, 0.00, -0.01], [0.07, -0.05, 0.18], [0.04, -0.03, -0.33], [0.04, 0.14, 0.03], [-0.37, 0.06, 0.11], [0.02, 0.01, 0.06], [0.01, 0.14, -0.20], [0.05, 0.07, 0.03], [-0.38, -0.09, 0.14], [0.01, -0.05, -0.10], [-0.02, -0.07, -0.13], [0.06, -0.02, 0.01], [0.00, 0.01, 0.01], [-0.03, 0.00, 0.00], [-0.01, -0.02, -0.02], [0.01, -0.12, -0.10], [-0.02, -0.04, -0.05], [0.02, 0.00, 0.00], [-0.01, 0.00, 0.01], [0.03, 0.00, 0.11], [-0.01, 0.00, 0.01], [0.63, 0.14, 0.82], [0.00, 0.01, 0.00], [-0.03, 0.09, -0.07], [-0.01, 0.09, 0.19], [0.00, 0.00, 0.00], [-0.07, -0.22, -0.31], [-0.01, -0.01, 0.01], [-0.10, 0.01, -0.02], [-0.09, 0.18, 0.02], [0.06, 0.12, 0.12], [0.07, 0.01, 0.09], [0.00, 0.02, 0.00], [0.79, 0.30, -0.11], [0.07, 0.03, 0.05], [0.02, -0.17, -0.05], [0.00, 0.06, 0.02], [0.05, -0.04, -0.09]],
  "nbo_charge": [-0.3366, 0.2364, 0.2289, -0.9990, 0.5222, 2.3723, 0.2281, -0.0312, -0.2946, -0.0840, -0.4028, 0.2983, 0.2088, -0.4760, -0.5017, -0.1480, -1.0778, 0.4969, -0.3350, 2.3496, -1.0598, 0.5221, -0.7295, -0.6357, 0.2271, 0.2120, 0.2296, -1.0839, -0.0835, 0.2161, 0.2453, -0.9827, 0.1994, 1.0027, 0.2373, -0.0299, -0.9748, 0.2407, -0.4551, 0.2344, -0.0437, -0.5034, -0.4682, 0.5334, 0.2335, 0.7390, -0.3957, -0.1349, 0.2969, -0.0434],
  "total_energy_ha": -3967.27991,
  "max_force_ev_per_a": 1.05,
  "multiplicity": 2,
  "homo_lumo_gap_ev": [7.84, 8.44],
  "lumo_ha": [-0.02285, -0.00493]
}

(3)
{
  "formula": "C38H29BrF12IrNO2Si",
  "method": "ωB97M-V with the def2-TZVPD basis set",
  "elements": ["C", "H", "C", "H", "F", "C", "C", "O", "C", "H", "H", "F", "H", "C", "H", "H", "C", "H", "H", "F", "H", "C", "H", "H", "H", "F", "C", "H", "C", "H", "C", "C", "Si", "Br", "C", "F", "C", "C", "O", "H", "C", "F", "F", "H", "H", "C", "F", "C", "C", "C", "H", "C", "C", "F", "H", "H", "C", "C", "C", "C", "H", "C", "F", "C", "C", "H", "C", "H", "C", "F", "H", "C", "N", "H", "C", "C", "Ir", "C", "C", "H", "H", "H", "F", "C", "C"],
  "positions_angstrom": [[-1.4086, -1.3964, -3.1991], [0.8254, 4.3388, 1.4303], [-3.6343, -2.2272, -3.2762], [2.5093, 1.9162, -0.1177], [-2.3155, -1.5742, 4.1550], [-1.2211, -1.7467, -4.5295], [0.7172, -3.7201, -0.6630], [-0.2033, -2.1175, 0.7696], [3.2077, 0.6749, -1.7235], [1.8409, 4.6947, -0.8250], [3.3843, 0.9240, 1.9135], [-3.3177, 0.8323, 4.3014], [-0.2660, -1.5552, -5.0069], [1.0428, 3.9781, -0.6625], [-1.3161, 1.9420, -4.8810], [3.1574, -1.1802, -4.3840], [3.8692, -0.8649, -3.6171], [-5.3158, -0.8473, -1.1411], [4.3815, 0.0262, -3.9836], [-1.8501, 2.3650, 4.6578], [3.7340, 1.4853, -2.2187], [-1.1509, 0.3781, 3.2913], [2.0319, 1.8660, 7.0265], [1.9441, 3.4778, 6.3248], [-2.1162, -2.6108, -6.2851], [-2.6966, 2.1296, 2.7022], [2.0239, 1.8755, 4.8611], [-2.5978, -3.6791, -0.4678], [-3.1357, -2.9043, 0.0800], [4.0106, 1.9196, 4.0505], [1.0579, 3.4767, -3.0623], [-3.4661, -2.5813, -4.6092], [-2.8438, -1.1699, -0.6753], [-3.0671, 1.5430, -2.6811], [1.2887, 0.7355, 2.3455], [3.1701, -3.3608, 0.9549], [-0.5380, 2.3212, -1.5602], [2.3811, 2.4826, 6.1933], [-1.6788, -0.1342, 2.1393], [-4.9067, -0.7412, 0.5734], [0.4950, 3.7655, 0.5704], [-1.1883, -0.4362, 5.6000], [1.4406, -4.0989, 2.0243], [2.4470, -2.5676, -2.1297], [-2.7747, -2.9281, 1.1095], [0.3047, 0.9308, 3.3746], [-0.1698, -1.6434, 4.1160], [-0.8477, 1.8383, -0.2197], [0.5297, 3.2560, -1.7627], [-2.6177, -1.6156, -2.5376], [-4.5878, -2.4318, -2.7966], [-2.2440, 1.4400, 3.7496], [-1.2301, 1.9929, -2.7660], [2.1407, -2.0932, 2.3573], [-0.0024, 1.5967, 5.3763], [4.6106, -1.6615, -3.5142], [-0.4040, 2.7055, 0.7704], [1.7720, -1.3769, -0.4761], [0.9983, -2.4902, 0.2685], [0.7190, 1.4839, 4.5817], [-0.5822, -0.9357, -2.6629], [2.5365, 0.9200, -0.5419], [-0.0573, -4.6257, -0.0600], [2.4602, -1.5903, -1.6685], [2.9706, 1.6593, 3.8693], [-4.2037, -3.1547, 0.0712], [1.9373, -3.0073, 1.4125], [1.9298, 4.1167, -3.1526], [-0.7322, 2.2264, -4.0160], [1.8255, -4.4065, -1.0695], [-4.2795, -3.0501, -5.1541], [-1.2128, -0.8315, 4.2930], [0.9695, 0.1832, 1.1721], [3.4641, 2.5863, 6.2922], [-2.2550, -2.3367, -5.2449], [3.1738, -0.5859, -2.3095], [-0.9011, -0.1704, 0.3103], [-4.5906, -0.4359, -0.4297], [1.8058, -0.0865, 0.1044], [-0.6434, 2.4860, 1.7982], [-4.6315, 0.6511, -0.4696], [0.9065, 3.0676, -5.1522], [0.0790, -3.3398, -1.7808], [2.6203, 1.1065, 2.6574], [0.4870, 2.9161, -4.1647]],
  "forces_ev_per_angstrom": [[0.01, 0.03, -0.03], [0.02, 0.00, 0.00], [0.00, 0.00, 0.01], [0.03, -0.04, 0.00], [0.00, 0.00, 0.00], [-0.02, 0.02, 0.02], [0.01, 0.01, -0.02], [-0.09, -0.57, 0.06], [-0.03, 0.01, 0.04], [0.00, 0.01, 0.00], [0.00, -0.01, 0.00], [0.02, -0.01, -0.04], [0.00, 0.00, 0.00], [-0.03, 0.01, -0.06], [0.00, 0.00, 0.00], [0.00, 0.00, 0.00], [0.00, 0.00, 0.01], [0.00, 0.01, -0.01], [0.00, 0.00, 0.00], [-0.08, -0.01, 0.01], [0.00, 0.00, 0.00], [0.07, -0.05, 0.05], [0.00, 0.00, 0.00], [0.00, 0.00, 0.00], [0.00, 0.00, 0.00], [0.02, 0.03, 0.01], [-0.03, -0.01, 0.03], [0.06, -0.02, 0.00], [0.01, 0.01, -0.04], [0.00, 0.00, 0.00], [0.01, 0.01, 0.03], [0.01, 0.01, -0.01], [0.16, -0.05, 0.35], [-0.06, 0.01, 0.04], [-0.10, -0.03, 0.06], [-0.04, 0.01, -0.01], [0.07, -0.03, 0.00], [0.00, 0.00, 0.00], [-0.07, -0.02, -0.22], [0.00, 0.02, -0.01], [-0.04, 0.03, 0.02], [0.00, 0.01, -0.03], [0.00, 0.01, 0.01], [-0.01, -0.01, 0.00], [-0.02, 0.03, 0.05], [0.02, -0.04, -0.10], [0.02, 0.00, 0.01], [-0.06, 0.06, -0.06], [-0.03, 0.01, 0.00], [-0.11, -0.06, 0.01], [0.00, 0.00, -0.01], [0.03, -0.02, -0.01], [0.01, -0.03, 0.07], [-0.01, 0.06, 0.01], [0.03, -0.01, 0.01], [0.00, 0.00, 0.00], [-0.04, 0.01, 0.09], [0.01, -0.04, -0.06], [-0.09, 0.09, -0.03], [0.03, 0.00, 0.02], [-0.01, 0.02, 0.00], [0.04, -0.01, 0.00], [-0.08, 0.00, -0.01], [0.02, 0.02, -0.04], [0.03, 0.00, -0.04], [0.03, -0.02, -0.02], [-0.04, -0.04, 0.02], [0.00, 0.00, -0.01], [-0.04, -0.03, -0.02], [0.00, 0.01, -0.01], [0.00, 0.00, 0.00], [0.04, 0.02, 0.02], [0.02, 0.05, 0.27], [0.00, 0.00, 0.00], [-0.01, -0.01, 0.00], [-0.01, -0.03, 0.00], [0.23, 0.39, -0.57], [0.01, 0.02, 0.03], [0.01, 0.13, 0.06], [-0.03, 0.02, -0.05], [0.02, 0.04, -0.03], [0.00, 0.01, 0.00], [0.07, -0.04, 0.10], [0.00, 0.01, 0.02], [0.03, 0.00, -0.01]],
  "mulliken_charge": [0.2007, 0.3532, -0.7373, 0.8309, -0.2693, -1.1172, 0.0763, -1.3808, -1.4153, 0.2430, 0.4950, -0.3159, 0.4581, -1.2721, 0.4357, 0.2962, -1.7605, 0.2459, 0.3889, -0.3162, 0.1825, 1.5768, 0.3212, 0.2825, 0.3538, -0.1537, 0.2728, 0.2498, -1.6083, 0.2300, -0.6561, -0.7232, 1.2704, -0.1309, 0.9343, -0.3399, 0.1469, -1.5225, -0.8817, 0.3210, -0.8164, -0.3186, -0.2981, 0.5123, 0.2578, -0.9858, -0.1724, 0.2423, 0.5090, 0.5252, 0.2542, 0.5749, 0.6358, -0.1687, 0.5079, 0.3413, 0.0690, -1.8605, 2.2645, -0.4205, 0.4592, -0.0459, -0.2936, -0.6859, -1.4224, 0.4523, 0.2397, 0.3557, -0.3497, -0.3239, 0.3478, 0.4060, 0.8755, 0.3656, -0.6141, 0.8652, 2.6531, -1.4324, -0.4758, 0.4966, 0.3802, 0.3898, -0.0597, -0.7671, -1.0347],
  "e_above_lowest_kcal_mol": 0.0,
  "total_energy_ha": -5837.05009,
  "max_force_ev_per_a": 0.73,
  "multiplicity": 1,
  "total_charge": -2,
  "homo_lumo_gap_ev": 5.96,
  "lumo_ha": 0.16153
}